The following is a quantum chemistry calculation of a molecular structure, C40H34N6O2PS3Zr, from the Open Molecules 2025 dataset.

Structure (XYZ):
```
87
C40H34N6O2PS3Zr ωB97M-V with the def2-TZVPD basis set
Zr 0.6174 0.3962 0.1439
C 1.5182 -0.3712 6.0164
S 1.6814 1.1332 5.0471
C 1.1261 0.6292 3.4786
S 1.0512 1.9318 2.3567
N 0.7733 -0.6143 3.3254
N 0.3711 -0.9291 2.0428
C -0.2629 -2.0332 1.9566
C -0.7305 -2.5007 0.6549
C -1.4216 -3.6950 0.5429
C -1.8292 -4.1165 -0.7130
C -1.5275 -3.3295 -1.8086
C -0.8317 -2.1469 -1.6125
N -0.4413 -1.7267 -0.4105
H 1.9258 -0.1295 6.9969
H 0.4739 -0.6630 6.1077
H 2.0888 -1.1789 5.5669
H -0.4552 -2.6137 2.8544
H -1.6263 -4.2790 1.4295
H -2.3678 -5.0471 -0.8315
H -1.8162 -3.6157 -2.8095
H -0.5906 -1.5123 -2.4506
S 3.1630 -0.0824 1.0153
C 3.3801 1.3896 0.1355
C 4.5964 2.0635 -0.0504
C 4.6258 3.1709 -0.8610
C 3.4557 3.6107 -1.4964
C 2.2928 2.9272 -1.2544
N 2.2571 1.8638 -0.4349
H 5.4832 1.6880 0.4401
H 5.5567 3.7004 -1.0182
H 3.4569 4.4668 -2.1551
H 1.3481 3.2115 -1.7025
O -0.3744 1.2774 -1.3384
C -0.7896 1.1148 -2.5914
C -2.0743 1.5048 -2.9655
C -2.4923 1.3399 -4.2732
C -1.6445 0.7767 -5.2244
C -0.3772 0.3732 -4.8480
C 0.0688 0.5443 -3.5344
C 1.3760 0.0365 -3.1107
N 1.7228 -0.4319 -1.9106
C 3.0067 -0.9284 -2.0559
C 3.4351 -0.7421 -3.3259
N 2.3933 -0.1266 -3.9789
H -2.7230 1.9340 -2.2122
H -3.4912 1.6462 -4.5551
H -1.9773 0.6395 -6.2435
H 0.2631 -0.1096 -5.5770
H 3.5296 -1.3743 -1.2308
H 4.3636 -0.9821 -3.8107
H 2.3860 0.1786 -4.9367
O -1.4284 0.7563 0.9663
P -2.2719 1.7078 1.7971
C -1.9140 3.4547 1.6447
C -2.4922 4.3719 2.5235
C -2.2534 5.7293 2.3685
C -1.4466 6.1790 1.3331
C -0.8998 5.2720 0.4361
C -1.1385 3.9157 0.5851
C -2.2423 1.1804 3.5162
C -1.6957 1.9156 4.5633
C -1.6822 1.3932 5.8492
C -2.2030 0.1337 6.0979
C -2.7264 -0.6184 5.0536
C -2.7446 -0.0991 3.7720
C -3.9529 1.5197 1.1621
C -4.8514 2.5761 1.0457
C -6.1228 2.3600 0.5306
C -6.5054 1.0925 0.1227
C -5.6081 0.0355 0.2146
C -4.3400 0.2491 0.7253
H -3.1403 4.0376 3.3230
H -2.6995 6.4341 3.0572
H -1.2528 7.2372 1.2195
H -0.2842 5.6220 -0.3822
H -0.7286 3.2166 -0.1329
H -1.2293 2.8722 4.3788
H -1.2460 1.9702 6.6535
H -2.1944 -0.2672 7.1033
H -3.1243 -1.6070 5.2417
H -3.1570 -0.6959 2.9679
H -4.5688 3.5765 1.3454
H -6.8121 3.1893 0.4452
H -7.4970 0.9280 -0.2777
H -5.8956 -0.9530 -0.1189
H -3.6319 -0.5701 0.7500
```

- energy relative to the best compared isomer or geometry (same formula, charge and spin) (eV) = 0.4866
- LUMO energy (eV) = -3.2
- gap between HOMO and LUMO (Eh) = 0.241
- charge = +1
- E_HOMO (eV) = -9.808